This record from the Open Molecules 2025 dataset describes a molecular structure, C33H57N4OP2SSr in a non-equilibrium geometry. The level of theory is wB97M-V/def2-TZVPD.

Output
energy relative to the best compared isomer or geometry (same formula, charge and spin)	0.000	eV
HOMO-LUMO gap	6.74	eV
HOMO level	-0.3134	Eh
LUMO	-1.79	eV
electronic energy	-73399.13077	eV
largest force on an atom	3.41	eV/Å
charge	+1

Each line ends with the Mulliken charge.
CARTESIAN COORDINATES (ANGSTROEM)
C  2.1038  -1.2833  -1.5274  -0.79
C  1.3768  0.8331  -2.2612  0.59
C  2.9620  -1.3938  -2.6154  -0.85
C  2.0280  0.6231  -3.5012  -1.21
C  2.8577  -0.4681  -3.6561  -0.94
H  3.6377  -2.2437  -2.6570  0.53
H  1.8905  1.3725  -4.2767  0.51
H  3.4370  -0.6038  -4.5650  0.45
N  1.2885  -0.2247  -1.3699  1.27
P  0.4039  -2.6551  0.3232  0.36
P  0.4531  2.8491  -0.4255  0.48
C  2.0368  -2.4280  -0.5012  -1.25
H  2.3341  -3.3832  -0.9686  0.67
H  2.7940  -2.2254  0.2734  0.86
C  0.8362  2.1293  -1.9807  -1.40
H  0.6997  2.7554  -2.8791  0.48
C  -1.3617  3.6245  -0.6494  2.56
C  1.9145  4.1060  -0.5297  1.52
C  -0.5425  -3.8210  -0.9077  2.17
C  0.9434  -3.4683  1.9418  1.81
C  -2.4083  2.6777  -0.0186  -1.79
H  -2.1296  2.3529  1.0012  0.17
H  -3.3527  3.2338  0.0930  0.56
H  -2.6746  1.8060  -0.6532  0.10
C  -1.3986  4.9563  0.1073  -1.98
H  -1.1759  4.8244  1.1755  0.28
H  -0.7193  5.7073  -0.3166  0.36
H  -2.4203  5.3597  0.0303  0.58
C  -1.7077  3.8641  -2.1200  -1.97
H  -2.6676  4.4054  -2.1632  0.62
H  -0.9733  4.4914  -2.6412  0.22
H  -1.8318  2.9345  -2.6938  0.20
C  2.0019  4.9090  0.7743  -1.65
H  2.2534  4.2733  1.6341  0.27
H  2.8029  5.6537  0.6639  0.52
H  1.0754  5.4500  0.9971  0.31
C  3.2189  3.3042  -0.7176  -1.60
H  3.2997  2.4786  0.0020  0.21
H  3.3072  2.8898  -1.7298  0.22
H  4.0773  3.9724  -0.5511  0.55
C  1.7103  5.0498  -1.7198  -1.60
H  1.8015  4.5425  -2.6866  0.27
H  0.7521  5.5816  -1.6879  0.23
H  2.5007  5.8128  -1.6800  0.52
C  -0.2933  -4.0072  2.6785  -1.66
H  0.0451  -4.4953  3.6065  0.50
H  -0.9909  -3.1993  2.9438  0.16
H  -0.8447  -4.7601  2.0993  0.27
C  1.5780  -2.3547  2.7971  -1.87
H  2.4449  -1.8916  2.3103  0.34
H  0.8467  -1.5681  3.0290  0.03
H  1.9261  -2.7981  3.7435  0.60
C  1.9732  -4.5879  1.7376  -1.70
H  2.8707  -4.2401  1.2120  0.28
H  2.2859  -4.9421  2.7318  0.55
H  1.5590  -5.4452  1.1974  0.31
C  -0.2538  -3.4297  -2.3690  -1.78
H  0.8019  -3.5752  -2.6371  0.31
H  -0.8518  -4.0806  -3.0279  0.62
H  -0.5294  -2.3891  -2.6082  0.12
C  -2.0579  -3.6716  -0.6252  -1.37
H  -2.4859  -2.7424  -1.0457  0.19
H  -2.5866  -4.5110  -1.1026  0.51
H  -2.2952  -3.7013  0.4493  0.23
C  -0.1046  -5.2736  -0.6997  -2.03
H  0.9721  -5.4101  -0.8725  0.32
H  -0.3711  -5.6514  0.2959  0.39
H  -0.6312  -5.9022  -1.4363  0.54
Sr  -1.0774  -0.0775  -0.3016  1.12
C  1.1312  0.9152  1.3021  0.72
O  2.1335  0.9911  1.8836  -0.37
N  -3.0862  -0.4683  -2.1773  -0.57
C  -3.3000  -0.3374  -3.3304  -0.39
C  -3.0342  -0.0113  -4.8109  2.25
C  -2.2087  1.2760  -4.8667  -1.31
C  -2.2494  -1.1932  -5.3806  -1.51
C  -4.3536  0.1970  -5.5606  -1.73
H  -2.8173  2.1166  -4.5019  0.42
H  -1.3010  1.1728  -4.2529  -0.06
H  -1.9012  1.5162  -5.8938  0.50
H  -2.8286  -2.1160  -5.2422  0.41
H  -2.0576  -1.0397  -6.4526  0.47
H  -1.2886  -1.3211  -4.8562  0.20
H  -4.2319  0.0292  -6.6367  0.40
H  -5.1390  -0.4668  -5.1844  0.39
H  -4.6968  1.2274  -5.4290  0.40
C  -1.0121  -0.9490  5.7059  -0.70
N  -0.6216  0.2879  5.0280  0.16
C  0.1137  1.3177  5.5992  -0.46
C  0.2544  2.2844  4.6523  -0.43
N  -0.3756  1.8126  3.5128  0.16
C  -0.9086  0.5691  3.7215  0.02
S  -1.7327  -0.4172  2.5968  -0.14
H  -2.0960  -1.1023  5.6300  0.32
H  -0.5048  -1.8155  5.2575  0.23
H  -0.7293  -0.8622  6.7614  0.32
H  0.4691  1.2535  6.6156  0.42
H  0.7426  3.2441  4.6751  0.47
H  -0.4366  2.3174  2.6325  0.00


This record from the Open Molecules 2025 dataset describes a molecular structure, C33H58As2MnN4O5P2. The level of theory is wB97M-V/def2-TZVPD.

Output
energy relative to the best compared isomer or geometry (same formula, charge and spin)	0.000	eV
HOMO-LUMO gap (spin up / spin down)	6.91 / 8.69	eV
HOMO level (spin up / spin down)	-0.6025 / -0.6027	Eh
spin multiplicity	5
LUMO (spin up / spin down)	-9.48 / -7.71	eV
⟨S²⟩	6.144
electronic energy	-222918.26251	eV
largest force on an atom	0.52	eV/Å
charge	+3

Each line ends with the Löwdin spin population.
CARTESIAN COORDINATES (ANGSTROEM)
Mn  0.4122  0.4768  -0.2390  3.95
C  3.6359  -2.7516  -2.4141  0.00
N  3.2630  -1.3667  -2.0810  0.00
C  3.4912  -0.4189  -3.1881  0.00
P  3.3234  -0.7431  -0.5898  0.01
O  2.3165  0.3882  -0.3811  0.02
O  2.9303  -1.9611  0.3747  0.00
P  1.5357  -2.3148  1.1331  0.01
O  0.5192  -1.2337  0.8542  0.05
N  1.1079  -3.7264  0.4624  0.00
C  -0.2299  -4.2241  0.8471  0.00
C  2.0458  -4.8085  0.1171  0.00
N  1.8276  -2.4141  2.7077  0.00
C  2.5600  -3.5515  3.2840  0.00
C  1.5777  -1.3240  3.6529  0.00
N  4.7725  -0.1816  -0.2019  0.00
C  4.9955  0.8714  0.7953  0.00
C  5.9934  -0.9021  -0.5995  0.00
H  2.8711  -3.1965  -3.0500  0.00
H  3.7373  -3.3560  -1.5200  0.00
H  4.5843  -2.7672  -2.9530  0.00
H  3.2238  -0.9155  -4.1191  0.00
H  4.5355  -0.1057  -3.2512  0.00
H  2.8572  0.4585  -3.0796  0.00
H  -0.8801  -3.3986  1.1340  0.00
H  -0.1581  -4.9255  1.6803  0.00
H  -0.6734  -4.7381  -0.0048  0.00
H  3.0716  -4.4537  0.1016  0.00
H  1.7948  -5.2110  -0.8634  0.00
H  1.9701  -5.6149  0.8482  0.00
H  2.7417  -4.3206  2.5405  0.00
H  1.9808  -3.9878  4.0973  0.00
H  3.5223  -3.2185  3.6736  0.00
H  0.9586  -0.5603  3.1937  0.00
H  2.5155  -0.8793  3.9917  0.00
H  1.0531  -1.7230  4.5211  0.00
H  4.0531  1.3302  1.0786  0.00
H  5.6504  1.6343  0.3742  0.00
H  5.4715  0.4552  1.6843  0.00
H  5.7590  -1.7680  -1.2129  0.00
H  6.5206  -1.2482  0.2895  0.00
H  6.6490  -0.2409  -1.1651  0.00
C  2.8979  3.4688  -1.8807  0.00
C  2.3974  3.7181  -0.4653  -0.03
As  0.6815  2.9380  -0.0256  -0.12
C  0.3996  3.4557  1.8148  -0.02
C  1.2549  2.6588  2.7943  0.00
C  -0.6544  3.8482  -1.0839  -0.02
C  -0.8401  3.2680  -2.4835  0.00
H  3.8741  3.9349  -2.0119  0.00
H  2.2350  3.8977  -2.6313  0.00
H  3.0080  2.4042  -2.0812  0.00
H  2.2373  4.7816  -0.2714  -0.01
H  3.1057  3.3514  0.2774  0.00
H  -0.6637  3.3404  2.0200  0.00
H  0.6349  4.5211  1.8464  0.00
H  1.1605  1.5820  2.6334  0.00
H  0.9476  2.8648  3.8188  0.00
H  2.3107  2.9189  2.7130  0.00
H  -0.3359  4.8916  -1.1200  0.00
H  -1.5783  3.7909  -0.5064  0.00
H  -0.0023  3.5050  -3.1378  0.00
H  -1.7385  3.6807  -2.9419  0.00
H  -0.9516  2.1809  -2.4586  0.00
C  -0.1407  -0.9525  -3.2991  0.01
O  0.0864  -0.9025  -1.8734  0.04
H  0.5720  -1.6339  -3.7599  0.00
H  0.0169  0.0521  -3.6824  0.00
H  -1.1611  -1.2657  -3.5052  0.00
H  0.0011  -1.7847  -1.4885  0.00
O  -1.3558  0.8238  0.0203  0.08
As  -3.0331  0.4746  0.1459  0.01
C  -3.2680  -0.6865  1.6168  0.00
C  -4.5412  -1.1934  1.8761  0.00
C  -4.7452  -1.9564  3.0153  0.00
C  -3.6927  -2.1935  3.8898  0.00
C  -2.4318  -1.6705  3.6328  0.00
C  -2.2104  -0.9111  2.4924  0.00
C  -3.8666  2.1322  0.4942  0.00
C  -4.8389  2.6490  -0.3559  0.00
C  -5.4330  3.8651  -0.0387  0.00
C  -5.0583  4.5442  1.1113  0.00
C  -4.0979  4.0119  1.9682  0.00
C  -3.5023  2.8001  1.6653  0.00
C  -3.6181  -0.2469  -1.4915  0.00
C  -4.2041  -1.5083  -1.5498  0.00
C  -4.7045  -1.9667  -2.7615  0.00
C  -4.6224  -1.1684  -3.8937  0.00
C  -4.0337  0.0909  -3.8303  0.00
C  -3.5290  0.5598  -2.6276  0.00
H  -5.3755  -0.9832  1.2178  0.00
H  -5.7284  -2.3539  3.2277  0.00
H  -3.8613  -2.7781  4.7844  0.00
H  -1.6247  -1.8456  4.3321  0.00
H  -1.2314  -0.5030  2.2842  0.00
H  -5.1434  2.1172  -1.2476  0.00
H  -6.1956  4.2755  -0.6867  0.00
H  -5.5291  5.4876  1.3542  0.00
H  -3.8347  4.5349  2.8780  0.00
H  -2.7855  2.3606  2.3499  0.00
H  -4.2671  -2.1354  -0.6705  0.00
H  -5.1692  -2.9419  -2.8173  0.00
H  -5.0284  -1.5246  -4.8312  0.00
H  -3.9841  0.7105  -4.7163  0.00
H  -3.0971  1.5518  -2.5715  0.00